[1]
Molecular formula: C4H8O2
Method: DFT, wB97M-V/def2-TZVPD

The geometry in XYZ format:
```
14
C4H8O2 (wB97M-V/def2-TZVPD)
C -0.9120 0.3051 -1.0159
C -0.3355 0.5923 0.2166
O 0.2118 1.8490 0.4263
C -0.1247 -0.4484 1.2733
C 1.0792 -0.7060 0.4366
O 1.1299 -1.6046 -0.4559
H -1.6109 -0.5252 -1.0756
H 0.0578 -0.4216 -1.8694
H -1.1274 1.1429 -1.6739
H -0.1674 2.2022 1.2418
H 0.0647 -0.0495 2.2712
H -0.8451 -1.2666 1.2658
H 1.9174 -0.0107 0.5684
H 0.6623 -1.0589 -1.6093
```

Calculated values
gap between HOMO and LUMO = 9.0 eV
electronic energy = -8368.6867 eV

Atom charges from the Löwdin analysis, given in e for atoms 1 to 2:
1 C -0.02
2 C -0.44

***

[2]
Molecular formula: C4H8O2
Method: DFT, wB97M-V/def2-TZVPD

The geometry in XYZ format:
```
14
C4H8O2 (wB97M-V/def2-TZVPD)
O 2.6101 -0.8093 -0.1960
C 1.4733 -0.1073 -0.3793
C 0.7654 0.5522 0.5453
C -0.6554 0.9924 0.2896
C -1.4407 -0.1477 0.8953
O -2.0310 -0.9861 0.2593
H 2.7223 -0.9060 0.7544
H -1.0868 -0.9032 -2.4017
H 1.2601 -0.0981 -1.4391
H 1.1605 0.7333 1.5477
H -0.8975 1.0534 -0.7763
H -0.9073 1.9392 0.7833
H -1.3629 -0.2359 2.0016
H -1.6100 -1.0768 -1.8841
```

Calculated values
gap between HOMO and LUMO = 9.8 eV
electronic energy = -8370.4132 eV

Atom charges from the Löwdin analysis, given in e for atoms 1 to 2:
1 O 0.03
2 C -0.20

***

[3]
Molecular formula: C4H8O2
Method: DFT, wB97M-V/def2-TZVPD

The geometry in XYZ format:
```
14
C4H8O2 (wB97M-V/def2-TZVPD)
C 1.5260 0.6685 0.0476
C 0.7049 -0.5063 -0.3051
O -0.2757 -1.3229 1.5013
C -1.1424 -0.5939 0.8802
C -0.6023 -0.3748 -0.8251
O -1.0027 0.8505 -1.3492
H 0.8999 1.5088 0.3639
H 2.2587 0.4329 0.8203
H 2.0498 0.9963 -0.8617
H 1.1427 -1.4920 -0.2196
H -1.1475 0.5179 1.0472
H -2.2045 -0.9319 0.8641
H -1.0027 -1.2127 -1.3941
H -1.2518 1.4364 -0.6184
```

Calculated values
gap between HOMO and LUMO = 7.7 eV
electronic energy = -8368.5012 eV

Atom charges from the Löwdin analysis, given in e for atoms 1 to 2:
1 C -0.03
2 C -0.02

***

[4]
Molecular formula: C4H8O2
Method: DFT, wB97M-V/def2-TZVPD

The geometry in XYZ format:
```
14
C4H8O2 (wB97M-V/def2-TZVPD)
C -1.2748 -2.3859 -0.3667
C 1.1047 -0.2973 0.0937
O 1.8744 -1.1741 0.1398
C 0.2443 0.6983 0.0607
C 0.5645 2.0433 0.6627
O 0.7266 3.0558 -0.3089
H -0.3669 -2.9498 -0.1377
H -2.1449 -3.0464 -0.3423
H -1.1853 -1.9413 -1.3625
H -0.6907 0.5297 -0.4627
H -1.4013 -1.5949 0.3762
H 1.4488 1.9553 1.3119
H -0.2671 2.3739 1.2910
H 1.3677 2.7335 -0.9551
```

Calculated values
gap between HOMO and LUMO = 9.9 eV
electronic energy = -8371.3454 eV

Atom charges from the Löwdin analysis, given in e for atoms 1 to 2:
1 C -0.05
2 C -0.21